C6H18BN3O5P | ωB97M-V/def2-TZVPD

Calculated values
F_max = 1.5 eV/Å
E_tot = -31183.3083 eV
LUMO = -3.2581 eV
HOMO = -12.9095 eV
Net charge = +1

Each line ends with the natural charge from an NBO analysis.
Positions of all 34 atoms, in Å:
N 0.91647 -1.14193 -0.35254  -0.856
C 1.70029 -0.18873 -1.10424  0.415
N 0.92252 1.00574 -1.24908  -0.826
N 1.96426 -0.69326 -2.43718  -0.809
C 3.14191 0.11958 -0.50707  -0.739
P 3.47606 -0.63836 1.09732  0.638
B 2.43491 0.15013 2.57353  0.925
O 1.57769 1.09005 2.24385  -0.908
O 2.67012 -0.23194 3.81322  -0.819
H 1.34316 -2.05316 -0.28547  0.367
H 0.57090 -0.80782 0.53707  0.370
H 0.57169 1.34877 -0.36103  0.381
H 1.47553 1.72877 -1.68275  0.376
H 1.09540 -1.10517 -2.76516  0.383
H 2.61765 -1.46770 -2.38034  0.346
H 3.90352 -0.23353 -1.18542  0.269
H 3.31668 1.16898 -0.37111  0.275
H 4.82028 -0.38478 1.39555  0.065
H 3.38944 -2.03158 1.07498  0.058
H 0.65520 0.75017 2.20995  0.554
H 3.16886 -1.06001 3.87940  0.506
C -4.68785 1.09902 -1.28508  -0.632
C -3.43023 0.40275 -0.83393  0.064
C -3.63678 -0.70701 0.17114  -0.097
O -2.39250 -0.67745 0.90362  -0.480
C -1.91066 0.56766 0.81560  1.010
O -0.99248 0.98311 1.47320  -0.678
O -2.57252 1.29534 -0.07966  -0.467
H -5.37106 0.38909 -1.74911  0.233
H -5.18765 1.57607 -0.44197  0.227
H -4.45493 1.87889 -2.00805  0.238
H -2.85742 0.05071 -1.69463  0.197
H -3.78826 -1.68149 -0.28294  0.218
H -4.45022 -0.50093 0.86835  0.198

C8H7Cl12F5NO4S | ωB97M-V/def2-TZVPD

Calculated values
F_max = 10.5 eV/Å
E_tot = -192776.0586 eV
LUMO = 1.9628 eV
HOMO = -5.4417 eV
Net charge = -1

Each line ends with the natural charge from an NBO analysis.
Positions of all 38 atoms, in Å:
N 1.09440 3.25721 -1.29879  -0.798
C 1.39582 2.36230 -0.08276  -0.331
C 0.40551 1.05649 -0.04578  0.695
O -0.88467 1.05209 0.29913  -0.664
O 1.04197 -0.25624 -0.39917  -0.841
S 1.37471 3.42381 1.45993  1.817
O -0.04665 3.41228 2.14549  -0.810
O 1.55611 4.91172 0.96389  -0.858
C 2.78378 3.10989 2.65755  0.411
F 4.11940 3.49705 2.06919  -0.312
F 2.58210 4.06980 3.80539  -0.317
C 2.80966 1.61247 3.32285  0.929
F 4.26750 1.27175 3.52566  -0.337
F 2.25616 0.53412 2.47253  -0.289
F 2.15876 1.50304 4.65100  -0.318
H 1.65561 2.85002 -2.09819  0.376
H 0.09916 3.15983 -1.59876  0.385
H 2.50751 1.97591 -0.22287  0.266
C 0.08975 -3.66565 -0.53198  -0.276
Cl 0.74685 -5.22132 0.00450  -0.016
Cl -0.43596 -3.76163 -2.22133  -0.007
Cl -1.25299 -3.16492 0.50999  0.027
H 0.88044 -2.91450 -0.45956  0.272
C -1.76922 -1.32789 -5.24304  -0.289
Cl -2.83226 -0.32950 -6.24944  -0.005
Cl -0.37418 -1.89058 -6.17937  -0.001
Cl -1.23654 -0.42492 -3.81466  0.052
H -2.33366 -2.20160 -4.90735  0.230
C -4.09372 -4.99264 -5.15341  -0.285
Cl -5.15676 -3.99424 -6.15982  0.013
Cl -2.69868 -5.55532 -6.08975  0.017
Cl -3.56104 -4.08966 -3.72503  0.035
H -4.65816 -5.86634 -4.81772  0.230
C -0.41661 1.39479 6.64766  -0.282
Cl 0.35524 0.16478 7.66306  0.000
Cl -1.13738 0.65170 5.20968  0.043
Cl -1.64169 2.28307 7.56934  0.001
H 0.34973 2.10281 6.32194  0.237

C23H38F3NO6S | ωB97M-V/def2-TZVPD

Calculated values
F_max = 2.1 eV/Å
E_tot = -57228.7728 eV
LUMO = 0.3309 eV
SMILES string = COCCCCCCCCCC[C@@]1(CCCCn2cccc2)OS(=O)(=O)O[C@H]1COC(F)(F)F
HOMO = -8.4278 eV

Each line ends with the Mulliken charge.
Positions of all 72 atoms, in Å:
C -0.26837 4.72398 3.40872  -0.457
O 1.11856 4.78674 3.67063  -0.389
C 1.90910 4.97369 2.50725  -0.514
C 2.71222 3.70836 2.15467  -0.878
C 1.91939 2.40894 2.28485  -1.048
C 1.05389 1.98139 1.04510  0.583
C 0.80271 3.05573 -0.01797  -0.327
C 0.16305 2.44286 -1.30356  -0.841
C -1.37298 2.55592 -1.35316  -1.474
C -2.15321 1.44464 -0.62387  -1.105
C -1.71073 0.00636 -1.01259  -0.776
C -0.96117 -0.69594 0.13930  -0.922
C -1.24923 -2.20436 0.28923  1.051
C -1.30469 -3.02160 -1.00929  -1.262
C -0.19277 -2.63466 -1.99207  -0.196
C 0.41504 -3.83130 -2.71942  -0.981
C 1.37065 -3.34146 -3.81389  -0.943
N 2.63873 -2.85556 -3.27346  0.357
C 3.29305 -1.81399 -3.83100  -0.412
C 4.43099 -1.59063 -3.13280  -0.561
C 4.44186 -2.53807 -2.08361  -0.625
C 3.34216 -3.30994 -2.20412  -0.329
O 0.03963 -2.68415 0.89238  -0.230
S -0.08480 -2.95135 2.45631  1.007
O 0.07150 -4.32416 2.74256  -0.636
O 0.72859 -2.01729 3.11847  -0.546
O -1.66956 -2.64202 2.64717  -0.497
C -2.24167 -2.67657 1.33739  0.132
C -3.67282 -2.16803 1.36961  -1.535
O -3.84451 -0.81663 0.88670  -0.182
C -4.52905 -0.02141 1.73406  0.814
F -5.70811 -0.54646 2.10205  -0.275
F -4.79252 1.13687 1.10847  -0.262
F -3.82146 0.27848 2.83164  -0.254
H -0.50500 4.23160 2.46290  0.076
H -0.68100 5.73971 3.42681  0.312
H -0.76721 4.16784 4.20322  0.258
H 1.29390 5.23195 1.64212  0.296
H 2.60291 5.78215 2.74129  0.381
H 3.20150 3.80598 1.18595  0.364
H 3.53094 3.65934 2.87967  0.433
H 1.26986 2.43480 3.15733  0.470
H 2.61756 1.59030 2.46293  0.363
H 0.07851 1.69528 1.43416  -0.402
H 1.56711 1.15514 0.55486  0.381
H 0.13495 3.84808 0.32403  -0.072
H 1.72428 3.53266 -0.35255  0.346
H 0.55071 3.03435 -2.13744  0.438
H 0.53454 1.42795 -1.45898  0.472
H -1.68402 2.62912 -2.39732  0.379
H -1.63979 3.50812 -0.88623  0.483
H -3.20133 1.55111 -0.90330  0.405
H -2.10047 1.61735 0.45166  0.445
H -1.08455 0.06482 -1.90065  0.700
H -2.61923 -0.53426 -1.27518  0.679
H -1.20049 -0.24018 1.09858  0.740
H 0.09990 -0.59777 -0.05809  0.369
H -1.08014 -4.04159 -0.68653  0.561
H -2.29811 -3.01453 -1.46100  0.400
H 0.62751 -2.11948 -1.48848  0.310
H -0.58293 -1.90527 -2.70390  0.357
H 0.98244 -4.46536 -2.04092  0.262
H -0.39541 -4.37478 -3.21021  0.421
H 0.89852 -2.50587 -4.32701  0.424
H 1.57046 -4.15056 -4.51892  0.348
H 2.96775 -1.24573 -4.68508  0.349
H 5.18714 -0.85007 -3.31817  0.441
H 5.21075 -2.60299 -1.33432  0.443
H 3.04742 -4.14138 -1.59191  0.305
H -2.38632 -3.74170 1.09876  0.617
H -4.37208 -2.80908 0.83813  0.427
H -3.97402 -2.18548 2.41805  0.530

C22H43Cl9F3N5O7 | ωB97M-V/def2-TZVPD

Calculated values
F_max = 4.4 eV/Å
E_tot = -166147.6129 eV
LUMO = 0.1605 eV
SMILES string = CCOC(=O)C(F)(F)F.ClC(Cl)Cl.ClC(Cl)Cl.ClC(Cl)Cl.CN(C)C=O.CN(C)C=O.CN(C)C=O.CN(C)C=O.CN(C)C=O
Energy relative to the best compared isomer or geometry (same formula, charge and spin) = 21.8 kcal per mole
HOMO = -8.8014 eV

Each line ends with the Mulliken charge.
Positions of all 89 atoms, in Å:
C 7.69483 12.63188 17.74846  -1.328
C 8.62361 11.94044 16.74346  -0.043
O 9.64569 11.18592 17.35495  -0.252
C 10.78410 11.64850 17.84416  0.447
O 10.97447 12.86810 18.05909  -0.580
C 11.78160 10.51084 18.31821  0.839
F 12.92925 10.69904 17.71481  -0.219
F 11.99380 10.66820 19.66959  -0.275
F 11.37765 9.28964 18.15622  -0.244
H 7.40811 11.96898 18.56482  0.339
H 6.73380 12.85546 17.28526  0.407
H 8.03731 13.56960 18.18604  0.319
H 9.00723 12.65482 16.01503  0.258
H 8.01585 11.21158 16.20728  0.311
Cl 19.33581 13.92882 17.06540  -0.146
C 18.90467 13.49292 15.39555  0.345
Cl 17.44390 12.48814 15.39848  0.035
Cl 20.20140 12.60796 14.61461  -0.156
H 18.84573 14.37174 14.75342  -0.094
Cl 10.72823 11.14274 14.06325  0.027
C 10.77046 10.42168 12.42938  -0.303
Cl 11.45052 8.78649 12.47507  -0.120
Cl 11.72428 11.45242 11.32536  -0.017
H 9.77054 10.30950 12.01023  0.372
Cl 18.36056 17.28812 15.22513  -0.077
C 17.68959 18.39942 14.07093  0.707
Cl 18.86449 18.49333 12.65722  -0.176
Cl 17.43352 20.05402 14.75349  -0.150
H 16.74704 18.07182 13.63233  -0.300
C 12.40746 13.16058 7.53725  -0.934
N 13.52575 13.39862 8.46808  0.174
C 14.77164 12.58998 8.24977  -0.819
C 13.39136 14.26584 9.47325  0.071
O 14.24483 14.40498 10.33408  -0.579
H 12.88228 13.13160 6.55653  0.319
H 11.66146 13.95428 7.49708  0.349
H 11.95975 12.17732 7.68167  0.303
H 15.06232 12.68892 7.20392  0.365
H 15.58617 12.96462 8.86969  0.091
H 14.57174 11.53934 8.46025  0.331
H 12.47127 14.85508 9.33756  0.343
C 17.51029 14.14190 11.45630  -0.941
N 17.42224 12.70032 11.64845  0.602
C 18.61148 11.90754 11.41091  -1.009
C 16.20514 12.17096 11.90607  0.312
O 16.14213 10.94616 11.99852  -0.786
H 16.65833 14.64904 11.90915  0.055
H 17.56721 14.36580 10.39106  0.274
H 18.43268 14.53348 11.88521  0.434
H 18.73477 11.95530 10.32896  0.348
H 19.45865 12.28654 11.98253  0.241
H 18.66215 10.85670 11.69598  0.255
H 15.37938 12.88964 12.02357  0.265
C 13.66390 12.84594 15.16557  -0.936
N 13.85728 14.07008 14.49759  0.271
C 12.92968 14.25592 13.39832  -0.367
C 14.90888 14.83764 14.71784  -0.127
O 15.42907 15.72808 14.04572  -0.524
H 14.39936 12.64112 15.94355  0.351
H 13.74891 11.99904 14.48465  0.398
H 12.71058 12.71252 15.67692  0.143
H 12.95140 13.60040 12.52773  -0.019
H 11.91820 14.24858 13.80446  0.378
H 13.02942 15.25596 12.97637  -0.098
H 15.33983 14.49410 15.67097  0.517
C 14.63087 7.27734 16.65007  -1.000
N 15.47928 8.51064 16.69297  0.281
C 15.27487 9.43984 15.55022  -0.524
C 16.20313 8.83386 17.80451  0.020
O 16.69639 9.95106 18.04420  -0.556
H 14.57163 6.69112 17.56709  0.370
H 14.96969 6.68468 15.80033  0.350
H 13.57139 7.47452 16.48660  0.299
H 16.06568 10.17826 15.41816  0.027
H 15.03432 8.86462 14.65614  0.351
H 14.38598 10.06014 15.66505  0.060
H 16.39077 7.94876 18.43188  0.323
C 15.69519 19.21776 10.28490  -0.856
N 14.54690 18.32910 10.24743  0.180
C 14.32026 17.58594 11.49625  -0.612
C 13.78635 18.17717 9.11574  0.087
O 12.82289 17.42386 9.07687  -0.595
H 16.56507 18.62034 10.55782  0.246
H 15.45287 20.02779 10.97283  0.304
H 15.92176 19.73446 9.35227  0.334
H 13.53946 16.82552 11.51027  0.247
H 15.24489 17.03448 11.66669  -0.069
H 14.21601 18.26458 12.34282  0.409
H 14.05359 18.82816 8.26898  0.344

C5H6ClN | ωB97M-V/def2-TZVPD

Calculated values
F_max = 2.6 eV/Å
E_tot = -19292.3257 eV
LUMO = 1.0237 eV
SMILES string = ClC1=C[C@H]2CN2C1
Energy relative to the best compared isomer or geometry (same formula, charge and spin) = 52.9 kcal per mole
HOMO = -8.8131 eV

Each line ends with the natural charge from an NBO analysis.
Positions of all 13 atoms, in Å:
Cl -1.30064 -1.15272 1.54357  -0.017
C -0.40642 -0.18021 0.35210  -0.014
C 0.16151 0.97963 0.67045  -0.234
C 0.94499 1.40115 -0.53875  -0.122
C 1.93586 0.42591 -1.05082  -0.261
N 0.56715 0.53002 -1.60836  -0.400
C -0.40628 -0.43457 -1.15743  -0.272
H 0.35619 1.51444 1.57054  0.235
H 0.97166 2.48119 -0.87635  0.216
H 2.85004 0.84631 -1.66109  0.220
H 2.05861 -0.55954 -0.47785  0.205
H -1.42112 -0.13125 -1.65631  0.220
H -0.05247 -1.41661 -1.53444  0.223

C4H14N3 | ωB97M-V/def2-TZVPD

Calculated values
F_max = 7.6 eV/Å
E_tot = -8837.5468 eV
LUMO = -3.5304 eV
Energy relative to the best compared isomer or geometry (same formula, charge and spin) = 57.1 kcal per mole
HOMO = -14.4496 eV
Net charge = +1

Each line ends with the natural charge from an NBO analysis.
Positions of all 21 atoms, in Å:
C 0.91248 0.23698 -1.15997  -0.460
C 0.96888 1.85198 0.73554  0.686
N 1.07292 0.54922 0.34122  -0.588
N 0.45361 2.79773 -0.08909  -0.749
N 1.04195 2.23796 2.10294  -0.775
H 0.59505 -0.07873 0.99792  0.432
H 0.27557 2.54687 -1.07125  0.425
H 0.76038 3.76566 0.01638  0.425
H 1.50307 1.29753 2.61504  0.430
H 1.31356 3.17057 2.35400  0.434
H -0.25513 0.08527 -1.41134  0.238
H 1.49778 -0.73886 -1.21679  0.261
H 1.45522 0.99050 -1.79979  0.234
C -1.74863 -1.97679 0.26052  -0.617
C -1.15291 -2.81403 -0.89891  -0.594
H -1.62804 -0.86915 0.18985  0.169
H -2.74539 -2.27732 0.52681  0.235
H -1.22696 -2.12676 1.19629  0.198
H -1.87353 -3.35707 -1.60911  0.234
H -0.78862 -1.92417 -1.53732  0.179
H -0.43125 -3.36740 -0.54293  0.201

Summary of HOMO-LUMO gap in eV
9.651; 7.404; 8.759; 8.962; 9.837; 10.919
(order as listed above)